[1]
{"formula": "C9H13N2O3", "method": "ωB97M-V/def2-TZVPD", "species": ["C", "C", "C", "C", "C", "C", "C", "C", "C", "N", "N", "O", "O", "O", "H", "H", "H", "H", "H", "H", "H", "H", "H", "H", "H", "H", "H"], "xyz": [[1.17, -1.82, -0.19], [0.26, -1.89, 0.97], [0.94, -0.93, -1.15], [-0.83, -1.15, 1.10], [0.05, 0.23, -1.12], [-1.63, -0.74, -0.03], [-2.07, -1.68, -1.08], [2.17, 2.59, 0.85], [1.41, 1.27, 0.62], [0.45, 1.31, -0.50], [-2.52, 0.27, 0.24], [0.18, 2.51, -1.00], [-2.36, 0.92, 1.31], [-3.47, 0.55, -0.51], [2.18, -2.30, -0.13], [0.77, -2.24, 1.82], [1.78, -0.76, -1.80], [-1.15, -0.82, 2.12], [-0.64, 0.44, -1.95], [-2.77, -1.14, -1.78], [-2.56, -2.41, -0.67], [-1.20, -2.09, -1.61], [3.24, 2.29, 1.08], [2.02, 3.11, -0.12], [1.63, 3.18, 1.62], [2.18, 0.34, 0.38], [0.78, 0.96, 1.52]], "largest_force_ha_per_bohr": 0.110, "energy_ev": -18659.963, "total_charge": -1, "e_lumo_ev": 3.513}



[2]
{"formula": "C9H13N6", "method": "ωB97M-V/def2-TZVPD", "species": ["C", "C", "C", "C", "C", "C", "C", "C", "C", "N", "N", "N", "N", "N", "N", "H", "H", "H", "H", "H", "H", "H", "H", "H", "H", "H", "H", "H"], "xyz": [[-0.50, 3.18, 0.87], [-1.38, 2.42, 1.60], [-0.27, 1.13, 0.21], [1.46, -1.20, 1.09], [-0.96, -0.05, -1.63], [0.18, -2.83, 1.80], [0.74, 0.86, -2.71], [-0.58, -2.26, 0.47], [1.35, 0.37, -1.40], [0.17, 2.35, -0.02], [1.37, -2.13, 1.91], [-0.56, 0.50, -2.72], [-1.25, 1.15, 1.19], [0.48, -1.20, 0.10], [0.15, 0.01, -0.57], [-0.40, 4.35, 0.78], [-2.19, 2.71, 2.32], [2.37, -0.57, 1.07], [-1.93, -0.40, -1.32], [-0.52, -2.87, 2.66], [0.33, -3.88, 1.51], [0.73, 1.97, -3.03], [1.14, 0.52, -3.68], [-0.50, -3.13, -0.34], [-1.53, -1.88, 0.49], [1.98, -0.64, -1.42], [1.93, 1.18, -0.73], [-1.84, 0.36, 1.49]], "largest_force_ha_per_bohr": 0.114, "energy_ev": -18473.192, "total_charge": 1, "e_lumo_ev": -3.408, "smiles": "C1=NCCN1[N@+]1(c2ncc[nH]2)C=NCC1"}



[3]
{"formula": "C9H13NO", "method": "ωB97M-V/def2-TZVPD", "species": ["C", "C", "C", "C", "C", "C", "C", "H", "H", "H", "H", "H", "H", "H", "H", "C", "C", "O", "N", "H", "H", "H", "H", "H"], "xyz": [[-3.19, -0.03, -0.68], [0.43, -1.93, 0.42], [-0.50, -1.57, 1.41], [0.17, -1.72, -0.91], [-1.71, -1.07, 1.00], [-0.98, -1.04, -1.33], [-1.89, -0.69, -0.35], [1.32, -2.45, 0.75], [-0.32, -1.82, 2.45], [0.96, -1.87, -1.64], [-2.49, -0.85, 1.72], [-1.18, -0.83, -2.38], [-3.82, 0.05, 0.21], [-3.90, -0.38, -1.43], [-2.96, 1.01, -0.97], [2.58, 2.13, -0.75], [2.41, 1.97, 0.72], [2.72, 2.81, 1.54], [1.67, 0.86, 1.09], [1.29, 0.77, 2.02], [1.61, 0.02, 0.53], [1.80, 1.59, -1.28], [3.55, 1.84, -1.16], [2.42, 3.19, -0.98]], "largest_force_ha_per_bohr": 0.039, "energy_ev": -13081.663, "e_lumo_ev": 0.765, "smiles": "Cc1ccccc1.CC(N)=O"}



[4]
{"formula": "C9H13NO", "method": "ωB97M-V/def2-TZVPD", "species": ["C", "C", "C", "C", "C", "C", "C", "C", "C", "H", "H", "H", "H", "H", "H", "H", "H", "H", "H", "H", "H", "H", "N", "O"], "xyz": [[0.70, 2.62, 0.12], [-0.93, 0.80, -0.07], [-2.35, 0.43, -0.14], [-2.78, -0.77, -0.21], [-2.02, -1.79, 0.00], [-0.82, -1.58, 0.28], [-0.19, -0.35, 0.38], [1.40, -0.37, 0.71], [2.23, -0.80, -0.50], [1.39, 2.59, -0.49], [0.41, 3.62, -0.29], [0.88, 2.55, 1.41], [-2.92, 1.62, -0.54], [-3.56, -0.85, -0.50], [-2.42, -2.83, -0.03], [-0.04, -2.40, 0.27], [1.40, -1.00, 1.30], [1.65, 0.39, 1.19], [2.03, -0.05, -1.44], [1.95, -1.47, -1.03], [3.79, -1.73, 0.29], [4.17, 0.09, 0.12], [3.58, -0.86, -0.36], [-0.65, 2.05, -0.14]], "largest_force_ha_per_bohr": 0.364, "energy_ev": -13069.581, "e_lumo_ev": 0.720}



Please write out number 3 again, unchanged.
{"formula": "C9H13NO", "method": "ωB97M-V/def2-TZVPD", "species": ["C", "C", "C", "C", "C", "C", "C", "H", "H", "H", "H", "H", "H", "H", "H", "C", "C", "O", "N", "H", "H", "H", "H", "H"], "xyz": [[-3.19, -0.03, -0.68], [0.43, -1.93, 0.42], [-0.50, -1.57, 1.41], [0.17, -1.72, -0.91], [-1.71, -1.07, 1.00], [-0.98, -1.04, -1.33], [-1.89, -0.69, -0.35], [1.32, -2.45, 0.75], [-0.32, -1.82, 2.45], [0.96, -1.87, -1.64], [-2.49, -0.85, 1.72], [-1.18, -0.83, -2.38], [-3.82, 0.05, 0.21], [-3.90, -0.38, -1.43], [-2.96, 1.01, -0.97], [2.58, 2.13, -0.75], [2.41, 1.97, 0.72], [2.72, 2.81, 1.54], [1.67, 0.86, 1.09], [1.29, 0.77, 2.02], [1.61, 0.02, 0.53], [1.80, 1.59, -1.28], [3.55, 1.84, -1.16], [2.42, 3.19, -0.98]], "largest_force_ha_per_bohr": 0.039, "energy_ev": -13081.663, "e_lumo_ev": 0.765, "smiles": "Cc1ccccc1.CC(N)=O"}